(1)
# C38H102N19O5P5

A 9-piece molecular cluster, C38H102N19O5P5 overall (ωB97M-V with the def2-TZVPD basis set, the OMol25 dataset).

- HOMO (alpha / beta): -9.78 / -9.78 eV
- LUMO energy (alpha / beta): -2.072 / -6.730 eV
- Spin multiplicity: 2
- Net charge: +1

Each line ends with the Löwdin charge.
CARTESIAN COORDINATES (ANGSTROEM)
O  7.804  15.786  -3.054  -0.31
P  8.179  15.724  -4.529  0.64
N  6.884  15.929  -5.675  -0.29
C  6.056  17.073  -5.467  -0.14
C  7.001  15.354  -7.018  -0.12
N  8.798  14.180  -4.918  -0.32
C  10.139  13.933  -4.551  -0.14
C  7.866  13.009  -4.973  -0.09
N  9.367  16.832  -5.107  -0.31
C  9.918  16.710  -6.503  -0.09
C  9.447  18.177  -4.525  -0.12
H  5.112  16.779  -5.008  0.04
H  5.892  17.581  -6.417  0.08
H  6.531  17.870  -4.896  0.07
H  7.009  14.273  -6.884  0.05
H  7.957  15.470  -7.529  0.06
H  6.118  15.517  -7.635  0.07
H  10.636  13.667  -5.484  0.08
H  10.664  14.842  -4.259  0.08
H  10.160  13.214  -3.732  0.09
H  7.773  12.466  -5.914  0.07
H  8.164  12.209  -4.295  0.08
H  6.856  13.360  -4.761  0.07
H  9.822  15.685  -6.860  0.06
H  9.300  17.421  -7.052  0.07
H  10.938  17.086  -6.592  0.08
H  10.432  18.641  -4.553  0.08
H  9.303  17.837  -3.499  0.07
H  8.729  18.932  -4.844  0.05
O  6.816  20.630  -5.670  -0.33
P  6.949  22.074  -5.243  0.68
N  6.306  23.241  -6.384  -0.33
C  7.069  24.330  -7.088  -0.08
C  4.930  23.063  -6.832  -0.12
N  8.546  22.625  -4.857  -0.31
C  9.820  22.096  -5.423  -0.09
C  8.823  23.496  -3.706  -0.11
N  6.032  22.512  -3.801  -0.30
C  5.610  21.424  -2.810  -0.06
C  5.557  23.825  -3.443  -0.15
H  8.140  24.163  -6.977  0.06
H  6.819  25.359  -6.828  0.08
H  6.845  24.274  -8.154  0.07
H  4.493  22.373  -6.110  0.06
H  5.026  22.688  -7.850  0.08
H  4.507  24.059  -6.704  0.09
H  10.485  21.821  -4.604  0.08
H  9.547  21.177  -5.940  0.06
H  10.194  22.820  -6.147  0.08
H  9.415  23.006  -2.932  0.09
H  9.493  24.264  -4.092  0.08
H  7.966  24.129  -3.478  0.06
H  4.920  21.673  -2.003  0.07
H  5.256  20.683  -3.527  0.04
H  6.463  21.004  -2.277  0.08
H  4.473  23.834  -3.335  0.06
H  5.832  24.438  -4.302  0.07
H  5.894  24.174  -2.467  0.09
O  -3.804  16.755  -3.448  -0.29
P  -2.485  16.428  -2.859  0.65
N  -1.622  15.093  -3.611  -0.27
C  -1.239  15.155  -5.082  -0.10
C  -0.618  14.318  -2.851  -0.13
N  -2.690  15.929  -1.155  -0.31
C  -3.495  14.712  -0.856  -0.10
C  -3.060  16.977  -0.243  -0.16
N  -1.368  17.711  -2.809  -0.29
C  -0.272  17.718  -1.853  -0.11
C  -1.428  18.664  -3.839  -0.14
H  -1.535  14.214  -5.546  0.07
H  -0.202  15.113  -5.414  0.05
H  -1.717  16.016  -5.550  0.06
H  0.292  14.905  -2.731  0.06
H  -0.309  13.372  -3.295  0.08
H  -1.021  14.218  -1.843  0.05
H  -3.096  13.789  -1.275  0.07
H  -3.540  14.499  0.212  0.08
H  -4.465  14.963  -1.286  0.08
H  -2.541  17.933  -0.316  0.05
H  -4.030  17.346  -0.576  0.08
H  -3.311  16.657  0.768  0.09
H  -0.586  17.979  -0.842  0.05
H  0.057  16.720  -1.563  0.06
H  0.593  18.272  -2.216  0.06
H  -1.643  18.337  -4.856  0.07
H  -0.495  19.228  -3.817  0.07
H  -2.163  19.445  -3.643  0.07
O  0.427  22.093  -2.617  -0.30
P  0.266  22.450  -1.184  0.59
N  -1.278  22.374  -0.626  -0.31
C  -2.178  21.223  -1.071  -0.04
C  -1.628  22.836  0.681  -0.13
N  1.079  23.946  -0.774  -0.30
C  0.506  25.309  -0.907  -0.10
C  2.560  23.927  -0.655  -0.11
N  1.123  21.435  -0.066  -0.28
C  1.774  20.242  -0.563  -0.16
C  1.134  21.416  1.427  -0.11
H  -1.631  20.331  -0.767  0.06
H  -2.183  21.319  -2.157  0.07
H  -3.181  21.278  -0.647  0.09
H  -1.296  23.862  0.842  0.07
H  -1.134  22.233  1.443  0.06
H  -2.716  22.869  0.741  0.09
H  0.888  25.888  -0.067  0.09
H  0.703  25.552  -1.951  0.07
H  -0.564  25.372  -0.706  0.07
H  2.916  23.744  0.358  0.08
H  2.969  23.344  -1.480  0.06
H  2.973  24.935  -0.702  0.08
H  1.463  19.382  0.030  0.08
H  1.588  20.155  -1.633  0.04
H  2.855  20.378  -0.589  0.08
H  1.940  20.821  1.856  0.08
H  0.298  20.807  1.771  0.07
H  1.206  22.347  1.990  0.08
O  2.745  20.317  -10.900  -0.23
P  3.112  19.118  -10.139  0.59
N  3.725  17.785  -11.095  -0.18
C  3.159  17.547  -12.525  -0.02
C  4.388  16.607  -10.637  -0.10
N  1.738  18.415  -9.436  -0.16
C  1.736  17.391  -8.369  -0.06
C  0.405  18.632  -9.976  -0.05
N  4.182  19.356  -8.822  -0.27
C  5.576  19.691  -9.220  -0.07
C  3.726  20.060  -7.600  -0.10
H  2.224  18.102  -12.601  0.07
H  2.616  16.603  -12.560  0.09
H  3.748  17.559  -13.442  0.10
H  5.050  16.405  -11.479  0.11
H  3.698  15.779  -10.473  0.10
H  4.873  16.761  -9.673  0.07
H  1.263  16.431  -8.574  0.11
H  2.781  17.095  -8.282  0.06
H  1.466  17.836  -7.411  0.09
H  -0.292  18.893  -9.179  0.11
H  0.372  19.329  -10.813  0.10
H  -0.030  17.669  -10.243  0.10
H  5.916  18.947  -9.939  0.07
H  5.457  20.614  -9.787  0.08
H  6.247  19.727  -8.362  0.09
H  3.042  19.512  -6.953  0.04
H  3.366  21.034  -7.932  0.08
H  4.478  20.391  -6.883  0.05
C  1.179  24.398  -5.114  -0.07
C  1.134  23.151  -5.660  -0.31
N  1.106  22.098  -6.180  0.16
H  2.162  24.777  -5.392  0.09
H  0.959  24.452  -4.048  0.08
H  0.543  25.049  -5.715  0.11
C  3.540  14.251  -6.436  -0.08
C  4.093  12.832  -6.585  -0.25
N  4.518  11.751  -6.686  0.12
H  3.080  14.608  -7.358  0.06
H  4.323  14.866  -5.992  0.03
H  2.755  14.142  -5.687  0.06
C  3.769  17.069  -1.638  -0.08
C  4.872  17.152  -0.741  -0.28
N  5.810  17.260  -0.048  0.14
H  3.858  17.810  -2.433  0.05
H  2.874  17.444  -1.142  0.06
H  3.686  16.022  -1.931  0.10
C  2.739  19.381  -4.556  -0.05
C  2.740  17.978  -4.940  -0.26
N  2.699  16.879  -5.169  0.20
H  1.715  19.755  -4.549  0.07
H  3.313  20.071  -5.175  0.05
H  3.125  19.619  -3.565  0.07



(2)
# C38H112N14O20

A 15-piece molecular cluster, C38H112N14O20 overall (ωB97M-V with the def2-TZVPD basis set, the OMol25 dataset).

- HOMO: -8.95 eV
- LUMO energy: 0.339 eV
- Net charge: 0

Each line ends with the Löwdin charge.
CARTESIAN COORDINATES (ANGSTROEM)
C  3.088  -0.956  -3.439  -0.23
C  2.596  -0.130  -4.586  -0.25
O  3.220  1.097  -4.910  -0.05
O  2.859  -0.334  -2.160  -0.15
H  4.128  -1.083  -3.433  0.10
H  2.531  -1.914  -3.446  0.12
H  1.540  0.086  -4.284  0.12
H  2.553  -0.801  -5.439  0.12
H  3.165  1.731  -4.196  0.04
H  1.881  -0.435  -2.013  0.04
C  -5.749  -0.640  -2.230  -0.19
C  -4.358  -0.909  -1.610  -0.18
O  -3.599  -2.001  -2.187  -0.12
O  -5.967  -0.833  -3.640  -0.09
H  -5.888  0.437  -2.165  0.11
H  -6.578  -1.169  -1.781  0.11
H  -4.546  -1.045  -0.517  0.13
H  -3.699  -0.067  -1.806  0.09
H  -3.617  -2.851  -1.667  0.05
H  -5.927  -1.791  -3.806  0.11
C  0.774  3.822  -3.528  -0.23
C  -0.221  3.363  -4.631  -0.30
O  -1.345  4.137  -4.613  -0.07
O  0.297  3.251  -2.346  -0.08
H  0.513  4.891  -3.537  0.13
H  1.801  3.677  -3.784  0.10
H  -0.385  2.235  -4.589  0.14
H  0.306  3.610  -5.597  0.13
H  -2.156  3.565  -4.518  0.07
H  0.782  3.615  -1.610  0.05
C  -4.450  1.677  -5.752  -0.28
C  -5.203  2.987  -5.289  -0.18
O  -4.266  3.881  -4.624  -0.08
O  -4.118  0.888  -4.702  -0.08
H  -3.610  2.099  -6.338  0.13
H  -5.077  1.150  -6.429  0.10
H  -6.031  2.685  -4.665  0.11
H  -5.572  3.472  -6.159  0.10
H  -4.382  3.500  -3.728  0.04
H  -4.887  0.275  -4.539  0.07
C  -7.197  4.954  1.011  -0.23
C  -7.654  3.719  0.265  -0.25
O  -7.383  3.760  -1.146  -0.10
O  -5.832  5.314  0.724  -0.10
H  -7.296  4.834  2.078  0.11
H  -7.772  5.767  0.675  0.10
H  -8.830  3.742  0.299  0.14
H  -7.446  2.781  0.792  0.11
H  -6.454  3.503  -1.378  0.03
H  -5.856  5.685  -0.167  0.09
C  9.422  -2.251  1.415  -0.07
C  8.365  -2.305  0.256  -0.46
C  6.984  -2.055  0.831  -0.23
O  5.900  -2.283  -0.084  -0.20
C  4.689  -1.603  0.240  -0.11
N  8.636  -1.337  -0.809  0.04
H  10.410  -2.142  0.926  0.07
H  9.458  -3.213  1.931  0.07
H  9.277  -1.412  2.162  0.09
H  8.392  -3.375  -0.076  0.14
H  7.092  -1.002  1.092  0.12
H  6.903  -2.596  1.756  0.12
H  3.893  -2.134  -0.358  0.08
H  4.792  -0.466  0.119  0.10
H  4.391  -1.703  1.289  0.08
H  7.762  -1.365  -1.314  0.06
H  9.309  -1.812  -1.442  0.09
C  -3.597  -2.234  3.598  -0.06
C  -3.165  -2.174  5.084  -0.42
C  -2.133  -3.284  5.314  -0.18
O  -2.799  -4.559  5.026  -0.22
C  -2.021  -5.677  5.381  -0.13
N  -2.654  -0.836  5.371  0.03
H  -4.347  -1.482  3.379  0.07
H  -3.955  -3.250  3.241  0.09
H  -2.733  -2.051  2.996  0.04
H  -3.980  -2.360  5.783  0.13
H  -1.763  -3.206  6.363  0.12
H  -1.247  -3.200  4.670  0.12
H  -2.689  -6.527  5.286  0.09
H  -1.765  -5.576  6.453  0.09
H  -1.073  -5.689  4.827  0.08
H  -2.939  -0.462  6.279  0.07
H  -2.732  -0.138  4.611  0.04
C  -3.038  4.931  3.414  -0.03
C  -2.620  3.455  3.222  -0.45
C  -1.159  3.234  2.989  -0.22
O  -0.842  4.168  1.977  -0.19
C  0.479  3.940  1.468  -0.08
N  -3.106  2.428  4.175  0.03
H  -4.125  4.958  3.457  0.07
H  -2.718  5.488  2.571  0.06
H  -2.682  5.281  4.413  0.09
H  -3.036  3.119  2.282  0.09
H  -0.896  2.159  2.772  0.13
H  -0.617  3.483  3.938  0.14
H  0.898  4.907  1.188  0.09
H  0.470  3.209  0.634  0.06
H  1.163  3.418  2.192  0.07
H  -4.122  2.572  4.283  0.09
H  -2.698  2.714  5.108  0.10
C  3.621  1.915  6.762  -0.06
C  2.825  1.710  5.458  -0.42
C  2.856  3.042  4.703  -0.25
O  2.049  3.925  5.423  -0.21
C  2.212  5.332  5.138  -0.08
N  3.384  0.655  4.613  0.02
H  3.191  1.350  7.586  0.06
H  3.415  2.958  7.059  0.07
H  4.718  1.652  6.753  0.09
H  1.771  1.520  5.534  0.13
H  2.465  2.871  3.706  0.09
H  3.883  3.467  4.525  0.14
H  1.657  5.952  5.835  0.08
H  1.818  5.646  4.125  0.10
H  3.272  5.564  5.317  0.09
H  3.431  -0.212  5.151  0.07
H  4.345  0.878  4.316  0.08
C  1.359  0.712  0.777  -0.04
C  0.610  -0.575  0.582  -0.38
C  -0.736  -0.585  1.314  -0.24
O  -1.319  0.635  1.044  -0.18
C  -2.688  0.650  1.499  -0.07
N  0.505  -0.955  -0.868  0.07
H  1.022  1.315  -0.085  0.08
H  2.435  0.523  0.739  0.08
H  1.130  1.184  1.718  0.06
H  1.184  -1.399  0.986  0.13
H  -0.618  -0.793  2.385  0.13
H  -1.199  -1.484  0.900  0.11
H  -2.840  0.883  2.568  0.06
H  -3.074  -0.379  1.358  0.08
H  -3.190  1.352  0.885  0.06
H  -0.167  -0.321  -1.276  0.08
H  -0.019  -1.827  -0.902  0.06
C  1.230  -6.117  -2.647  -0.06
C  2.416  -5.953  -1.739  -0.41
C  3.784  -5.805  -2.489  -0.15
O  3.975  -6.976  -3.356  -0.21
C  5.292  -7.067  -3.947  -0.11
N  2.341  -4.813  -0.818  0.04
H  0.451  -6.712  -2.215  0.07
H  1.510  -6.487  -3.644  0.09
H  0.777  -5.113  -2.837  0.04
H  2.472  -6.850  -1.128  0.13
H  4.584  -5.797  -1.751  0.12
H  3.756  -4.942  -3.123  0.11
H  5.565  -6.187  -4.537  0.08
H  5.289  -7.922  -4.629  0.08
H  6.104  -7.210  -3.226  0.08
H  3.022  -4.979  -0.088  0.07
H  2.640  -3.980  -1.302  0.06
C  -3.761  2.955  -1.440  -0.60
O  -4.907  2.924  -1.901  -0.01
N  -2.749  2.281  -2.013  0.19
N  -3.440  3.549  -0.219  0.18
H  -1.746  2.581  -1.859  0.12
H  -2.947  1.792  -2.890  0.09
H  -4.011  4.307  0.254  0.11
H  -2.511  3.505  0.103  0.06
C  4.139  3.199  -0.871  -0.64
O  3.050  3.640  -0.534  0.02
N  5.326  3.472  -0.172  0.16
N  4.177  2.379  -1.942  0.17
H  6.127  2.884  -0.345  0.09
H  5.217  3.817  0.749  0.08
H  5.012  1.884  -2.111  0.08
H  3.347  1.773  -2.069  0.09
C  -1.924  -4.364  -0.194  -0.60
O  -3.027  -4.135  -0.675  0.02
N  -0.721  -4.357  -0.880  0.18
N  -1.716  -4.657  1.141  0.17
H  0.132  -4.466  -0.360  0.06
H  -0.764  -4.123  -1.840  0.04
H  -2.490  -5.086  1.542  0.08
H  -0.819  -5.062  1.290  0.09
C  -0.737  -2.894  -4.582  -0.64
O  -0.122  -3.466  -3.681  -0.03
N  -0.360  -3.208  -5.848  0.15
N  -1.524  -1.811  -4.359  0.21
H  -1.137  -3.261  -6.490  0.10
H  0.317  -3.968  -5.893  0.11
H  -1.962  -1.729  -3.482  0.05
H  -2.101  -1.549  -5.120  0.09



Number 1: strongest force on any atom 7.187 eV/Å. Number 2: strongest force on any atom 3.704 eV/Å.